No. 1
Entry from OMol25: a molecular structure, C36H105F2N10O16PbS2 (ωB97M-V/def2-TZVPD).

CARTESIAN COORDINATES (ANGSTROEM)
Pb -3.96830 1.23235 -1.20530
N -1.58864 0.71740 -0.99082
S -0.48074 1.70671 -1.28163
O 0.46842 1.36223 -2.32454
O -0.05848 2.50470 -0.12462
F -1.37260 2.78789 -2.03712
S -0.56054 -0.60224 -0.60539
O 0.54846 -0.36600 0.31682
O -0.22343 -1.46059 -1.71220
F -1.54412 -1.41100 0.31020
O -3.82611 3.78944 -0.41187
H -3.20819 4.31011 -0.92501
H -4.28268 4.42888 0.13484
O -1.79081 5.37680 -1.26743
H -0.92226 5.36057 -0.86545
H -1.62308 5.28270 -2.20511
O -3.97029 -3.76803 0.53482
H -3.15285 -3.82732 0.04033
H -3.69410 -3.71824 1.44996
C 1.55499 5.07029 -2.48045
C 1.91552 5.28078 -0.99442
C 2.60555 6.66660 -0.80047
O 2.98417 6.89959 0.56409
C 2.89921 8.29082 1.02016
N 0.66497 5.25078 -0.10622
H 2.45805 5.18865 -3.07925
H 0.81856 5.79050 -2.83693
H 1.41655 4.01678 -2.72343
H 2.62557 4.58053 -0.55443
H 1.98562 7.44249 -1.24969
H 3.56358 6.72674 -1.31687
H 3.38835 8.99041 0.34237
H 3.58378 8.53044 1.83383
H 1.86475 8.51143 1.28344
H 0.47591 4.29877 0.17312
H 0.79195 5.71284 0.78287
C 2.92303 1.31456 1.00244
C 3.62980 0.12865 1.66479
C 4.30654 0.45770 3.00882
O 5.29750 1.49932 2.83313
C 6.30713 1.20768 1.84259
N 2.57796 -0.82520 2.01830
H 2.54053 1.12507 -0.00050
H 3.60519 2.16188 0.93301
H 2.12530 1.74338 1.60894
H 4.36223 -0.28987 0.97451
H 4.96312 -0.33100 3.37620
H 3.58358 0.73498 3.77598
H 7.11327 1.93799 1.77270
H 5.89690 1.35589 0.84366
H 6.73229 0.21782 2.00846
H 2.02485 -0.65081 2.84520
H 1.82668 -0.78968 1.34420
C 3.05621 -2.48970 -1.31603
C 2.53773 -3.56246 -0.43002
C 2.80086 -4.97277 -0.91704
O 2.06831 -5.12425 -2.08502
C 2.16422 -6.42281 -2.58647
N 3.20811 -3.36403 0.87663
H 2.59459 -1.53896 -1.04934
H 2.75576 -2.55517 -2.36176
H 4.13681 -2.34702 -1.32291
H 1.49036 -3.50768 -0.13317
H 2.34758 -5.65132 -0.19440
H 3.86844 -5.15665 -1.03773
H 1.89652 -7.18554 -1.85525
H 3.11040 -6.60695 -3.09533
H 1.46812 -6.56475 -3.41315
H 3.07568 -2.43260 1.24404
H 2.61307 -3.92786 1.46667
C 0.04671 -3.40607 2.72442
C -0.29435 -2.78012 4.10110
C -0.71570 -1.29078 4.00962
O 0.45565 -0.47099 3.86656
C 0.10958 0.93096 3.65229
N -1.33959 -3.69008 4.64506
H 0.23625 -4.47722 2.79377
H 0.98075 -2.95520 2.38918
H -0.75125 -3.32592 1.98623
H 0.60322 -2.81423 4.71860
H -1.24223 -1.04283 4.93124
H -1.35852 -1.15820 3.13938
H -0.63756 1.45577 4.24766
H -0.03252 1.13158 2.59038
H 1.01842 1.51385 3.80177
H -1.32939 -3.52562 5.64153
H -0.94317 -4.61899 4.63655
C -6.31666 -1.31084 1.90094
C -5.43949 -0.22356 1.15740
C -4.55770 0.61708 2.18941
O -3.71723 1.49420 1.41021
C -2.94809 2.48017 2.17655
N -4.67272 -0.92106 0.10439
H -5.66115 -2.00771 2.42323
H -6.88957 -1.89609 1.18167
H -7.00730 -0.89194 2.63282
H -6.04162 0.59037 0.75360
H -3.95435 -0.14141 2.68817
H -5.29870 0.99692 2.89279
H -2.42458 1.95984 2.97861
H -3.66028 3.17887 2.61555
H -2.26468 2.90749 1.44276
H -4.15024 -1.58603 0.65660
H -5.31221 -1.58375 -0.31033
C -2.54942 -6.56662 2.98939
C -2.85306 -7.06536 1.52273
C -1.78152 -6.75096 0.43026
O -1.77002 -5.35735 0.17630
C -0.79452 -5.01922 -0.78140
N -3.15202 -8.46662 1.49820
H -1.55578 -6.85749 3.33021
H -3.23728 -6.87478 3.77678
H -2.46410 -5.47999 2.99643
H -3.73789 -6.47317 1.28932
H -2.01167 -7.29577 -0.48534
H -0.79974 -7.04633 0.80033
H -0.95690 -5.45271 -1.76822
H 0.19951 -5.37027 -0.50433
H -0.69707 -3.93360 -0.77508
H -3.55338 -8.69627 0.60027
H -3.87999 -8.56893 2.19080
C 3.53165 6.44261 4.15552
C 3.37523 4.88506 4.10267
C 2.31220 4.30447 3.15696
O 1.06210 4.50093 3.84924
C -0.00042 4.38608 2.91368
N 4.67131 4.35278 3.74228
H 3.59373 6.81740 3.13386
H 4.37832 6.81784 4.73036
H 2.59205 6.81613 4.56263
H 3.09894 4.52892 5.09511
H 2.56892 3.26810 2.93759
H 2.33897 4.82322 2.19869
H 0.21830 3.58036 2.21290
H -0.19123 5.28899 2.33364
H -0.95694 4.18454 3.39591
H 4.66873 3.34586 3.66347
H 5.27716 4.59433 4.51345
C -3.95910 2.78497 -5.89280
C -4.23380 1.96598 -4.65316
C -3.44960 0.59964 -4.57109
O -3.87100 -0.11454 -3.40249
C -3.32311 -1.44979 -3.20691
N -3.98447 2.75983 -3.48294
H -2.91411 3.07455 -6.00344
H -4.55989 3.67745 -6.06780
H -4.12535 2.08363 -6.71046
H -5.27579 1.64757 -4.68427
H -2.37921 0.76204 -4.44465
H -3.52001 0.01672 -5.48943
H -3.59940 -2.06092 -4.06616
H -3.73653 -1.98031 -2.34916
H -2.24116 -1.47756 -3.33619
H -4.73226 3.36810 -3.18142
H -3.24515 3.36346 -3.81329
C 0.24912 -0.75864 -5.51617
C 1.53850 -1.19895 -4.78502
C 2.46681 -2.10022 -5.61455
O 1.92218 -3.36197 -6.14416
C 1.59179 -4.19617 -5.00236
N 2.16672 0.00057 -4.36093
H -0.36667 -1.60016 -5.83357
H 0.40102 -0.20379 -6.44201
H -0.32089 -0.25220 -4.73726
H 1.25530 -1.83909 -3.94949
H 3.39406 -2.29755 -5.07663
H 2.84772 -1.56576 -6.48481
H 2.48768 -4.53680 -4.48327
H 1.05631 -5.06145 -5.39308
H 0.93090 -3.72156 -4.27706
H 1.66612 0.53302 -3.66380
H 3.07349 -0.20256 -3.96520

Values from the calculation:
E_LUMO   -3.6 eV
Net charge   +1
DFT total energy   -4374.50138 a.u.
HOMO   -9.88 eV

Atomic partial charges in e from the Löwdin method, atoms 1 to 99: Pb 1.653; N -0.371; S 0.444; O -0.251; O -0.276; F -0.202; S 0.588; O -0.272; O -0.233; F -0.151; O -0.146; H -0.013; H 0.074; O -0.065; H -0.029; H 0.036; O -0.039; H 0.018; H 0.040; C -0.043; C -0.322; C -0.193; O -0.213; C -0.074; N 0.043; H 0.080; H 0.081; H 0.063; H 0.133; H 0.123; H 0.127; H 0.084; H 0.073; H 0.093; H 0.015; H 0.048; C -0.050; C -0.368; C -0.140; O -0.241; C -0.081; N 0.025; H 0.069; H 0.076; H 0.049; H 0.127; H 0.126; H 0.125; H 0.089; H 0.077; H 0.094; H 0.050; H 0.014; C -0.045; C -0.424; C -0.214; O -0.218; C -0.123; N 0.048; H 0.061; H 0.060; H 0.096; H 0.108; H 0.117; H 0.141; H 0.093; H 0.097; H 0.079; H -0.002; H 0.044; C -0.048; C -0.379; C -0.168; O -0.204; C -0.075; N 0.034; H 0.079; H 0.052; H 0.062; H 0.140; H 0.124; H 0.107; H 0.089; H 0.066; H 0.077; H 0.068; H 0.055; C -0.024; C -0.412; C -0.151; O -0.355; C -0.041; N -0.041; H 0.081; H 0.084; H 0.083; H 0.109; H 0.123; H 0.137

=====

No. 2
Entry from OMol25: a molecular structure, C26H16N5O3Pt (ωB97M-V/def2-TZVPD).

CARTESIAN COORDINATES (ANGSTROEM)
Pt -0.26392 1.05063 -1.86980
O -0.20790 -1.47341 -4.97983
C -0.00662 -0.72745 -4.03500
O -0.44966 0.46050 -3.85652
C 0.94798 -1.21221 -2.93967
C 1.60906 -2.44606 -3.07446
C 2.49913 -2.82391 -2.11921
C 2.79265 -1.94113 -1.05356
C 3.74422 -2.25493 -0.05457
C 4.03103 -1.36055 0.93560
C 3.39403 -0.10099 0.95209
C 2.46116 0.22756 0.00975
C 2.11906 -0.70319 -0.99507
N 1.14877 -0.40038 -1.91765
H 1.35591 -3.04734 -3.93534
H 3.00244 -3.78280 -2.16458
H 4.24140 -3.21686 -0.09811
H 4.75696 -1.60661 1.69995
H 3.64666 0.61656 1.72216
H 1.96616 1.18851 0.01438
O -1.92686 2.21276 -1.89823
N -1.92237 3.12751 -2.80666
C -3.01518 3.84260 -2.86315
C -3.08038 4.89502 -3.82943
N -3.17093 5.74195 -4.60293
C -4.14475 3.62384 -2.00459
N -5.05052 3.44614 -1.31842
N -0.13231 1.55754 0.04776
C -0.52151 0.75385 0.94325
C -0.37863 1.13636 2.39023
C -1.05753 0.46236 3.40269
C -0.90956 0.84110 4.73136
C -0.07518 1.89563 5.06722
C 0.60483 2.57630 4.06311
C 0.45217 2.20127 2.73926
C -1.07828 -0.61304 0.65466
C -0.41301 -1.74663 1.11478
C -0.84482 -3.01492 0.75070
C -1.96492 -3.16128 -0.05644
C -2.65043 -2.03560 -0.49448
C -2.20688 -0.76818 -0.14572
H -1.71290 -0.36130 3.14917
H -1.45176 0.31046 5.50465
H 0.04261 2.19009 6.10291
H 1.25412 3.40579 4.31655
H 0.95581 2.73191 1.94148
H 0.46269 -1.62904 1.74483
H -0.30364 -3.88892 1.09368
H -2.30257 -4.14922 -0.34446
H -3.52393 -2.14318 -1.12506
H -2.72190 0.11288 -0.50930

Values from the calculation:
E_LUMO   1.7 eV
Net charge   -1
DFT total energy   -1619.27000 a.u.
HOMO   -5.28 eV

Now the Löwdin charges, all in e: Pt 1.139; O 0.043; C -0.615; O -0.169; C -0.158; C 0.016; C 0.003; C -0.156; C -0.042; C -0.083; C -0.063; C -0.020; C -0.185; N -0.001; H 0.119; H 0.116; H 0.109; H 0.100; H 0.105; H 0.080; O -0.329; N -0.009; C -0.320; C -0.201; N 0.127; C -0.193; N 0.145; N -0.077; C -0.368; C -0.160; C -0.037; C -0.095; C -0.111; C -0.094; C -0.041; C -0.215; C -0.056; C -0.091; C -0.101; C -0.077; C -0.045; H 0.110; H 0.096; H 0.092; H 0.095; H 0.102; H 0.117; H 0.096; H 0.094; H 0.103; H 0.104

=====

No. 3
Entry from OMol25: a molecular structure, C13H15ClN2O2Tc (ωB97M-V/def2-TZVPD).

CARTESIAN COORDINATES (ANGSTROEM)
Cl 1.28347 -4.50628 0.74002
C 1.00609 -0.27348 -1.77222
C -0.35113 -0.00534 -2.10612
C -1.03257 -1.25030 -2.20358
H -0.80513 0.98036 -2.23886
C -0.09806 -2.31719 -1.93384
C 1.16829 -1.69231 -1.65672
H 2.03709 -2.25287 -1.38040
H 1.79715 0.46488 -1.64997
H -2.07207 -1.41653 -2.42427
C -0.37960 -3.75893 -1.99542
Tc -0.25387 -1.07986 -0.19663
C -2.06043 -0.98808 0.48784
O -3.12471 -1.00928 0.97009
C 0.80819 -1.67341 1.33825
O 1.30349 -2.03016 2.31877
H -1.41719 -3.96042 -1.75468
H 0.21545 -4.27478 -1.22472
H -0.16182 -4.20470 -2.96245
C -1.66693 3.98666 1.70097
C -0.73259 2.88947 1.41153
C 0.64749 2.80091 1.54192
C 1.00811 1.51191 1.15044
N -0.12733 0.81122 0.85292
N -1.16095 1.69671 0.97450
C 2.37978 0.99213 1.02661
H -1.60864 4.26166 2.76681
H -1.38136 4.88668 1.13449
H -2.71275 3.72911 1.45640
H 1.32720 3.57296 1.85402
H -2.13292 1.49584 0.76656
H 2.97708 1.66830 0.39835
H 2.86709 0.96493 2.00929
H 2.45406 -0.01980 0.60005

Values from the calculation:
E_LUMO (alpha / beta)   -7.7 / -10.8 eV
Multiplicity   4
Net charge   +2
DFT total energy   -1304.65931 a.u.
HOMO (alpha / beta)   -16.62 / -16.63 eV

Now the Löwdin charges, all in e: Cl 0.336; C -0.120; C -0.114; C -0.108; H 0.149; C -0.379; C -0.122; H 0.132; H 0.139; H 0.146; C -0.019; Tc 1.289; C -0.134; O 0.202; C -0.229; O 0.154; H 0.105; H -0.020; H 0.122; C 0.018; C -0.245; C 0.072; C -0.282; N -0.067; N 0.069; C -0.020; H 0.118; H 0.114; H 0.103; H 0.143; H 0.160; H 0.116; H 0.118; H 0.053

=====

No. 4
Entry from OMol25: a single C8H16N2O molecule (ωB97M-V/def2-TZVPD).

CARTESIAN COORDINATES (ANGSTROEM)
C -0.88896 0.57677 -0.21547
C -1.70833 0.14995 0.91830
C 1.10549 -0.55905 -1.09056
C -1.21703 1.85692 -0.83233
C -1.30989 -0.64307 2.23858
C 0.49441 -0.69651 -2.23894
C 2.34547 -1.32149 -0.73133
C 1.25800 0.49186 1.14425
N -1.77258 -0.55663 -0.33728
N 0.59455 0.28333 -0.12832
O -3.02186 -0.53291 -1.06847
H -2.48294 0.80938 1.10727
H -2.26015 1.90095 -0.89004
H -0.80155 1.93721 -1.77586
H -1.00822 2.81014 -0.23041
H -0.77672 -0.00458 2.87090
H -0.90787 -1.65673 2.11788
H -2.28588 -0.92885 2.67654
H -0.51025 -0.47265 -2.51415
H -3.09571 -1.44876 -1.36516
H 1.06864 -1.23653 -3.00295
H 2.12204 -1.80120 0.19364
H 3.17679 -0.61517 -0.64807
H 2.36596 -2.03726 -1.48818
H 2.34099 0.43378 0.91147
H 1.02707 -0.28339 2.02480
H 0.90174 1.44984 1.62207

Values from the calculation:
E_LUMO   0.9 eV
Structure (SMILES)   C=C(C)N(C)[C@]1(C)[C@H](C)N1O
DFT total energy   -499.00031 a.u.
HOMO   -7.47 eV

Now the Löwdin charges, all in e: C -0.433; C -0.211; C -0.413; C -0.001; C -0.035; C 0.025; C -0.027; C -0.075; N -0.016; N -0.063; O -0.018; H 0.120; H 0.062; H 0.062; H 0.124; H 0.032; H 0.082; H 0.076; H 0.047; H 0.095; H 0.062; H 0.078; H 0.090; H 0.056; H 0.079; H 0.097; H 0.105

=====

> What is the formula in the fourth record?

C8H16N2O

=====

> Look up the DFT total energy of the first one.

-4374.50138 a.u.